25
Properties=species:S:1:pos:R:3 method="wB97M-V/def2-TZVPD" homo_energy_ha=-0.4723 relative_energy_kcal_mol=59.0 total_charge=+1 lumo_energy_ev=-4.07
C -2.679 0.437 -0.497
C -1.668 1.100 0.070
C -1.612 2.469 0.557
N -0.373 0.490 0.322
C 0.378 -0.604 0.092
N 0.277 -1.976 -0.153
C -0.633 -3.016 -0.724
I 0.086 -3.107 -2.787
C 1.808 -0.294 0.338
C 2.585 -0.119 -0.951
C 2.309 1.132 -0.029
H -3.551 1.036 -0.751
H -2.657 -0.575 -0.847
H -0.566 2.883 0.479
H -1.904 2.560 1.575
H -2.306 3.066 -0.130
H 0.178 1.089 0.782
H 1.268 -2.259 0.127
H -1.560 -2.425 -0.755
H -0.505 -3.940 -0.261
H 2.295 -0.710 1.271
H 1.945 -0.129 -1.812
H 3.540 -0.555 -1.088
H 2.994 1.678 0.644
H 1.506 1.773 -0.500

---

66
Properties=species:S:1:pos:R:3 method="wB97M-V/def2-TZVPD" spin_multiplicity=2 homo_energy_ha="-0.4029 / -0.4048" relative_energy_kcal_mol=13.6 total_charge=+1 lumo_energy_ev="-3.67 / -3.65"
Ir -0.183 -0.108 0.324
C -2.061 1.292 -2.041
O -1.797 1.228 -0.625
C -2.018 2.488 0.022
C -0.881 2.743 0.983
O -0.639 1.596 1.807
C -1.533 1.374 2.907
C -2.604 0.350 2.606
O -1.969 -0.825 2.147
C -2.655 -2.027 2.480
H -1.338 1.931 -2.542
H -3.077 1.659 -2.194
H -1.984 0.283 -2.439
H -2.989 2.459 0.521
H -2.035 3.294 -0.715
H -1.079 3.620 1.603
H 0.047 2.893 0.430
H -1.986 2.325 3.198
H -0.911 1.015 3.727
H -3.321 0.709 1.857
H -3.152 0.159 3.534
H -2.744 -2.120 3.565
H -2.064 -2.851 2.088
H -3.650 -2.054 2.029
S 0.222 -3.614 0.276
C 1.193 -2.562 1.256
N 0.978 -1.283 1.507
C 1.943 -0.792 2.408
C 2.023 0.500 2.926
C 3.044 0.797 3.800
C 3.987 -0.167 4.178
C 3.905 -1.453 3.695
C 2.869 -1.751 2.813
S 2.548 -3.261 2.038
H 1.318 1.255 2.621
H 3.125 1.800 4.199
H 4.789 0.102 4.852
H 4.618 -2.210 3.990
Te -0.313 -1.971 -1.454
C -2.352 -2.476 -1.490
C -2.720 -3.585 -2.247
C -4.057 -3.938 -2.339
C -5.021 -3.169 -1.702
C -4.653 -2.043 -0.977
C -3.316 -1.691 -0.867
H -1.971 -4.176 -2.761
H -4.347 -4.800 -2.923
H -6.065 -3.445 -1.775
H -5.411 -1.433 -0.503
H -3.020 -0.815 -0.305
O 0.935 -0.255 -4.008
S 1.159 1.076 -3.486
O 0.414 2.144 -4.093
N 0.943 1.027 -1.869
C 2.099 1.102 -1.211
O 2.165 0.913 0.018
C 3.268 1.413 -2.089
C 4.569 1.695 -1.720
C 5.466 2.049 -2.721
C 5.065 2.115 -4.052
C 3.759 1.812 -4.426
C 2.888 1.454 -3.420
H 4.864 1.647 -0.680
H 6.490 2.287 -2.464
H 5.776 2.420 -4.808
H 3.445 1.848 -5.460

---

39
Properties=species:S:1:pos:R:3 method="wB97M-V/def2-TZVPD" homo_energy_ha=-0.2924 smiles=FC(F)(F)c1cccc(N2CCN(Cc3ccoc3)CC2)c1 total_charge=0 lumo_energy_ev=0.69
F -4.603 -2.392 0.097
C -5.023 -1.109 0.119
F -5.991 -1.050 1.044
F -5.626 -0.906 -1.070
C -3.895 -0.150 0.361
C -3.886 0.678 1.474
C -2.813 1.537 1.634
C -1.778 1.565 0.721
C -1.776 0.733 -0.405
N -0.799 0.782 -1.386
C 0.258 1.765 -1.307
C 1.432 1.254 -0.436
N 1.032 -0.003 0.163
C 1.891 -0.452 1.245
C 3.299 -0.763 0.833
C 4.392 0.146 0.757
C 5.445 -0.568 0.281
O 5.090 -1.843 0.053
C 3.792 -1.953 0.384
C 0.782 -1.015 -0.843
C -0.244 -0.467 -1.865
C -2.869 -0.125 -0.568
H -4.691 0.647 2.190
H -2.777 2.187 2.495
H -0.949 2.227 0.909
H 0.604 1.942 -2.331
H -0.146 2.705 -0.934
H 1.650 1.959 0.369
H 2.343 1.150 -1.050
H 1.898 0.336 2.003
H 1.429 -1.344 1.676
H 4.385 1.181 1.030
H 6.460 -0.295 0.069
H 3.335 -2.917 0.275
H 0.374 -1.889 -0.330
H 1.705 -1.323 -1.365
H 0.242 -0.264 -2.823
H -1.030 -1.198 -2.038
H -2.940 -0.768 -1.430

---

13
Properties=species:S:1:pos:R:3 method="wB97M-V/def2-TZVPD" homo_energy_ha=-0.3705 relative_energy_kcal_mol=6.0 total_charge=0 lumo_energy_ev=-0.78
C -0.056 -0.039 -0.723
C -0.410 0.061 1.137
O -2.870 -0.168 1.372
O -0.423 1.744 2.930
O 0.748 -0.349 1.739
S -1.825 -1.098 1.515
S -1.099 1.702 1.665
Cl -1.436 -1.192 3.700
Cl -0.001 3.037 0.409
H 0.870 -0.674 -0.532
H 0.169 1.011 -1.036
H -1.020 -0.411 -1.169
H 1.030 0.454 2.240